Record 1
6
Properties=species:S:1:pos:R:3 method="wB97M-V/def2-TZVPD" gap_ev="6.6 / 6.6" total_charge=0 smiles="O=C=NC#[N+][S-]" de_lowest_ev=2.391
C 1.8697 0.0777 0.0347
N 0.6425 -0.0240 0.0070
O 2.9819 0.0355 0.2328
S -3.2410 -0.1320 0.1431
N -1.7675 0.2243 0.1399
C -0.4856 -0.1815 -0.5574


Record 2
77
Properties=species:S:1:pos:R:3 method="wB97M-V/def2-TZVPD" gap_ev="8.8 / 5.7" total_charge=+2 spin_multiplicity=8 s_squared=16.0651
H 2.2296 0.5807 -1.2030
H -3.2869 3.7744 0.2924
H 5.5484 -3.9681 -0.9754
H 0.2340 4.9777 1.8936
H -1.8546 0.2862 -1.6711
C 0.0861 -1.3617 2.5735
H 1.6585 4.4716 1.0320
H -1.6594 -0.5256 3.6799
C -3.3869 1.7036 0.7932
C 4.4910 -4.1326 -1.1693
C -1.9118 -2.4851 -0.9382
O 1.1085 -1.6244 -0.2645
H 1.7669 -4.8138 -0.4620
C 1.5977 -1.8158 -1.4279
H -1.7044 2.9494 -1.5846
H 3.9522 -3.3958 0.8071
H -0.1610 5.0611 -0.5331
H -1.2261 3.9036 0.2676
H -4.5315 2.8681 -0.5818
C -3.4378 -1.6026 0.5129
O -2.1479 1.5824 0.8474
H -1.2029 1.4994 -3.5563
H 1.8198 -3.7130 -2.3999
C -0.5529 1.5324 -2.6796
C 1.5271 0.2758 3.2505
H -0.2805 -2.3176 2.2343
H 2.2884 -1.4509 2.1298
C 1.6184 3.2129 -1.3639
O 1.5457 -1.0803 -2.4095
N 2.2745 -3.9419 -0.3342
H 2.4347 0.8249 3.4573
C -0.6461 -0.4122 3.3328
H -0.8984 -2.4632 -1.3188
H -5.1980 0.8663 1.0184
C 3.6973 -4.2020 0.1215
H -2.8589 -0.4168 2.1785
N -2.1949 -1.5875 0.0107
H 3.7280 -5.1486 0.6531
H -0.5747 3.6828 -2.7171
H 1.8519 4.2840 -1.4015
H -0.0847 2.8757 2.6656
H 1.6774 2.8646 -2.3954
H 1.7431 -3.3397 0.3113
C 0.6323 4.1870 1.2557
C 0.2303 0.5852 3.7427
H -0.4597 -0.4206 -2.1265
C 1.4504 -0.9087 2.5376
C 2.3307 -3.1372 -1.6304
H 3.0615 0.6263 0.1864
N -0.8530 0.4333 -1.7420
N -4.2070 0.6932 1.0833
C -3.7493 -0.5958 1.5899
C -0.6937 2.8665 -1.9924
H -5.3951 -2.4807 0.5342
N 2.3163 1.0940 -0.3220
H -4.8408 -4.1183 -1.2581
H -4.5213 -0.9789 2.2550
C -4.1002 -3.4130 -0.9045
H 1.5062 2.7802 2.4854
H 4.1833 -2.0202 -1.5505
N 0.6458 2.8870 1.9608
H 2.8713 2.9649 0.3987
H 4.0171 -3.0040 -2.9964
H -4.7867 3.3003 1.1101
H 3.6308 2.5629 -1.1234
H 0.4620 1.3745 -3.0438
C 2.6938 2.4941 -0.5656
C 3.8294 -2.9823 -1.9268
H 4.3958 -5.0709 -1.7200
H -2.5210 -4.1027 -2.2009
C -4.0344 2.9951 0.3822
C -0.1898 4.0985 -0.0035
N 0.2447 3.0006 -0.8717
H -0.0241 1.4119 4.3906
Gd 0.0236 0.5043 0.7317
C -2.8187 -3.4069 -1.4284
C -4.4095 -2.4979 0.0860


Record 3
74
Properties=species:S:1:pos:R:3 method="wB97M-V/def2-TZVPD" gap_ev=7.6 total_charge=+2 de_lowest_ev=2.001
C 2.9835 2.1351 0.1694
Si 2.2455 0.4326 0.5083
C 4.5920 -0.7178 3.8102
C -1.5553 -3.9586 0.2271
H -0.3451 2.1220 3.5676
H -1.3381 -4.8178 0.8577
H -4.5329 -1.2813 -1.5278
H 2.7217 2.8576 0.9442
O -0.1309 4.0035 -0.3741
H -0.6448 -2.0137 4.1561
H 3.3961 -0.0469 -1.6622
Si 0.0768 -0.1809 2.6407
N -0.0062 1.9044 -1.2336
H 2.8332 -2.4420 0.6013
H -7.9254 -0.1477 -1.3319
H -2.5505 -5.4185 -0.9541
N -2.2239 -4.4561 -1.0263
C -0.6975 1.1093 3.7646
H 2.6801 2.5375 -0.8002
N -0.1198 3.5390 -2.9549
H 1.2047 -0.3554 -3.2137
S -7.2747 0.1653 1.3304
H 4.0741 2.0615 0.1517
C 3.6125 -1.0132 4.7550
C -0.8296 -1.7897 3.1023
P 0.0137 -3.1092 -0.3530
C 1.3600 -3.9362 0.6243
H 2.4474 -1.4576 -1.2598
H 1.9435 -4.5577 -0.0537
C 4.2257 -0.2842 2.5439
C 1.8871 -0.4364 3.1571
N 0.1419 1.3117 -3.4263
H 5.0017 -0.0457 1.8227
C -4.2752 1.0617 0.8838
C 2.8761 -0.1403 2.2028
O 0.0816 -3.5430 -1.7815
H 1.5214 -1.0947 5.1830
H -2.2229 -3.2928 0.7678
C 3.0830 -0.6768 -0.8249
H 0.9414 -4.5749 1.4005
H 1.7667 -2.2230 1.8200
N -6.9190 -0.1243 -1.2669
H 3.9012 -1.3424 5.7449
H -2.3848 1.7618 1.6138
H 5.6382 -0.8171 4.0696
Co -0.0372 0.2731 0.4148
C -6.3897 0.1028 -0.0451
H -1.7876 1.0974 3.7254
O -0.1359 2.2308 0.8678
O 0.0119 -1.6757 0.0452
H 2.9026 -3.4114 1.9438
H -0.3913 -0.5885 -3.5700
N 2.2662 -2.9578 1.2846
C -0.0014 2.2923 -2.5177
C -2.7254 -0.5419 -0.6521
N -2.1171 0.2718 0.2157
H 0.2218 1.5650 -4.4004
H -6.4210 0.1540 -2.0983
H 4.0173 -1.1263 -0.4632
C 2.2713 -0.8714 4.4311
N 0.2622 -0.0244 -3.0418
H -1.4705 -4.3590 -1.7651
C -2.8959 1.0831 0.9463
H -1.9114 -1.6686 2.9892
C -4.0970 -0.6008 -0.8067
H -2.0637 -1.1481 -1.2635
H -0.0826 3.7543 -3.9375
N -0.0966 2.8009 -0.2538
H -4.8647 1.7032 1.5240
H -0.5300 -2.6753 2.5321
C -4.9085 0.1966 -0.0008
H -0.4162 0.8568 4.7911
H -3.0184 -3.8758 -1.2903
H -0.1523 4.2888 -2.2795


Record 4
20
Properties=species:S:1:pos:R:3 method="wB97M-V/def2-TZVPD" gap_ev=9.8 total_charge=0 smiles="[H]/N=C(/N)NC.CC(=O)O" de_lowest_ev=2.042
H 2.9409 1.5393 1.6495
O 2.9841 -0.7758 0.0873
H 1.4979 1.3022 0.9957
O 2.3867 -1.4718 2.1404
H -2.0060 1.3838 -0.9838
C 2.5630 -0.4946 1.1589
N -1.2894 0.7284 -0.6932
C 2.1106 0.8226 1.7552
N -3.3388 -0.4322 -0.6447
N -1.4244 -1.6433 -0.3874
H -3.8418 -1.2952 -0.7160
H -0.4089 -1.5903 -0.3570
H -0.1911 -0.0471 -2.3777
C -1.9680 -0.5156 -0.6184
H 1.5680 -1.9777 2.1637
C -0.2162 0.8050 -1.6855
H 1.9052 0.7162 2.7983
H -3.7964 0.4549 -0.6494
H 0.7067 0.9511 -1.1357
H -0.1817 1.5402 -2.5003


Record 5
15
Properties=species:S:1:pos:R:3 method="wB97M-V/def2-TZVPD" gap_ev=10.9 total_charge=0 smiles=C[C@](O)(C#N)CN de_lowest_ev=1.534
C 0.5378 1.4309 -0.3171
H -2.6066 -0.8183 -0.2531
C -0.5636 -0.8671 -0.3880
O 0.4641 0.0562 1.6206
H -0.1297 -0.6519 1.9081
H -0.5973 -0.6783 -1.4716
H 1.2682 2.0339 0.2281
H 0.7755 1.4584 -1.3852
N -1.8066 -0.5866 0.3231
H -0.4545 1.8682 -0.1612
C 1.8712 -0.6200 -0.1562
H -1.8888 0.4004 0.5427
N 2.8849 -1.0915 -0.4529
H -0.3209 -1.9294 -0.2511
C 0.5663 -0.0047 0.2138


Record 6
25
Properties=species:S:1:pos:R:3 method="wB97M-V/def2-TZVPD" gap_ev=10.0 total_charge=0 de_lowest_ev=3.305
H -0.3655 -0.8191 1.6214
H -1.4705 -2.1400 -0.9879
C 0.4900 -1.5327 -0.5397
H 1.3378 0.0770 -1.6302
H 0.7809 -2.2836 -1.2366
N 3.7688 -0.1915 0.8473
H 0.3986 1.2728 0.1639
H -0.2345 -0.3675 -2.2072
S 2.7903 -1.0013 0.0332
H -2.0617 1.1464 0.8466
H 3.2499 0.1936 1.5970
H -0.7344 -2.9110 0.5565
H 0.9028 3.6399 0.4275
O 3.2473 -1.6778 -1.1532
C -1.2951 -0.8630 1.0837
H -0.5393 1.7007 -1.2914
H -2.2265 0.1835 -0.5847
H 2.2065 3.2066 -0.3043
O 1.8137 3.4048 0.5622
C -1.5377 0.4706 0.2538
C -0.8971 -1.9658 0.0269
N 1.3642 -1.2282 0.5608
C 0.2928 -0.2870 -1.3291
C -0.3185 0.8980 -0.5453
H -2.1955 -1.0931 1.5553


Record 7
13
Properties=species:S:1:pos:R:3 method="wB97M-V/def2-TZVPD" gap_ev=10.4 total_charge=0 smiles=CCN.S de_lowest_ev=0.489
H 2.0898 -1.6057 2.1774
C 1.0090 0.0538 1.2927
H 0.2305 -1.5445 2.4672
N 2.0435 0.3073 0.2884
H -1.5208 -0.0545 -0.6675
H 0.0153 0.1881 0.8720
H 1.9672 1.2225 -0.1180
H -1.0672 1.3447 -1.6454
H 1.1405 0.6753 2.1828
H 0.9465 -2.1063 0.9949
C 1.0877 -1.3919 1.8152
H 2.9337 0.3410 0.7817
S -2.0897 0.4745 -1.7471


Record 8
97
Properties=species:S:1:pos:R:3 method="wB97M-V/def2-TZVPD" gap_ev="4.6 / 4.1" total_charge=+2 spin_multiplicity=5 s_squared=6.0963 de_lowest_ev=0.123
C -3.6365 4.9276 -4.2646
C -2.9201 4.2463 -3.3155
C -1.5036 -3.0759 -3.6084
C 0.0153 -0.4066 5.4641
C 2.3840 -4.1735 1.6853
C 3.4386 -1.1918 -3.9016
C 3.4622 0.8426 2.9641
C -4.0903 -4.0752 1.2866
H -3.9228 -0.2133 1.2294
H -6.0778 -1.3519 1.6095
C -3.4061 2.1359 -4.4678
C 3.2932 -0.2548 -2.8682
H -2.2665 0.7809 3.2571
C -1.4507 0.1833 3.6469
C 1.8043 -4.1917 0.4241
C 0.6721 -1.3289 4.6649
H 0.1972 -3.2398 -4.9231
H -1.5502 1.0512 5.6033
C 0.2045 2.4023 2.1650
N -5.6022 5.4909 -7.0819
H 0.3236 -0.2767 6.4917
C 0.8593 -2.4506 2.3821
H 7.0673 -2.7423 -4.1980
C -1.9318 -2.4117 -2.4706
C -2.0692 2.1536 -2.4298
C -4.9945 4.9223 -6.2922
H 4.3668 -0.7327 1.7828
H 2.9057 2.7016 4.9312
H -4.5970 2.3074 -6.2356
H 2.3683 -3.3184 3.6428
O 1.2869 0.9068 -4.0026
C -4.1236 2.8206 -5.4128
C -5.1798 -1.9354 1.4622
H -2.5931 2.6949 0.4180
H 2.5882 -1.3901 -4.5342
N -1.1906 -1.4874 -1.8708
C 4.3759 0.0796 -2.0408
O 1.9104 4.2141 6.1710
N 0.5189 -1.8335 -3.4671
C -2.7946 2.8352 -3.3963
H 3.1954 -4.8486 1.9146
N 0.9589 4.2202 5.4244
C -3.9670 -1.2975 1.2525
H -2.4379 4.7659 -2.4996
H 6.4381 -0.2790 -1.6027
H -3.7408 6.0014 -4.2216
C 1.0389 3.3520 4.2326
C 5.5875 -0.5295 -2.2212
O 2.1006 1.7699 -1.8120
N 6.9273 -2.0734 -3.4558
H 4.2361 0.8341 -1.2827
N 1.4322 0.7068 1.0705
C -1.8945 2.8880 1.2193
H 2.1585 -4.8859 -0.3247
H -6.1829 -3.8179 1.6546
C -2.8706 -3.4477 1.0777
C -2.1756 3.7514 2.2390
C 2.3624 1.6753 3.0831
N 0.7606 -0.2406 -1.7805
H 2.4992 -0.7958 0.1643
C 4.6409 -1.8099 -4.0966
C -4.2426 4.2154 -5.3105
C 1.9161 -3.3113 2.6616
H -1.4751 4.6636 4.0634
H 1.4814 -1.9134 5.0792
H 0.2991 -3.3746 -0.8527
H -2.8899 -2.6283 -2.0106
C 5.7467 -1.4904 -3.2592
C -1.2391 3.9788 3.2679
C 2.1618 2.6008 4.1543
H 4.7794 -2.5250 -4.8952
C -2.8172 -2.0602 1.0756
C 3.5387 -0.0518 1.8950
C 0.2734 -1.4997 3.3431
C -0.7849 -0.7303 2.8469
H 4.2445 0.8856 3.7074
C -5.2381 -3.3226 1.4838
C -1.4056 1.5384 -1.5928
H 7.7309 -1.8410 -2.8911
S 1.7624 0.6672 -2.6763
H -3.2928 1.0627 -4.5214
C -1.0431 0.3421 4.9653
H -2.1105 -3.8189 -4.1003
C 0.7529 -3.3355 0.1267
Pt -0.0831 0.9822 -0.2865
H -1.9744 -4.0396 0.9329
C -0.0371 3.3013 3.2512
H -3.1250 4.2641 2.2538
C -0.2354 -2.7472 -4.0603
C 2.5017 -0.0860 0.9820
C 1.3449 1.6085 2.1027
C 0.2856 -2.4661 1.0994
O -0.0540 4.8729 5.5885
H -4.1403 -5.1550 1.3008
C -0.0013 -1.2151 -2.4114
As -1.1191 -1.1485 0.9938
N -0.7200 2.2234 1.1574


Record 9
42
Properties=species:S:1:pos:R:3 method="wB97M-V/def2-TZVPD" gap_ev=8.3 total_charge=0 smiles="C[C@@H]1CCCCN1C(=O)Cn1cnc2cc([N+](=O)[O-])ccc2c1=O"
C 1.3541 1.4301 -0.4148
H 2.2844 0.1032 1.6686
C -4.5454 -1.3461 0.4066
H 0.7860 2.9312 1.0134
H 1.6367 -1.5698 -1.9114
N -6.6818 -0.4755 -0.4201
C 0.6297 1.8593 0.8791
H 5.0080 -0.0776 0.3143
H 3.2036 -2.1820 1.4458
N -0.7793 1.6080 0.6620
O -7.1362 -1.5870 -0.2591
H -5.3121 1.7922 -0.6832
C -4.7273 0.9752 -0.2912
N -2.8191 2.4043 -0.1770
C -1.2182 0.2983 0.8564
H -2.6141 -1.9606 1.1091
H 3.1186 -3.2272 -0.8343
H -5.0305 -2.3006 0.5388
C 2.7094 -1.3729 -1.8639
O -7.3086 0.4751 -0.8302
O 0.9588 1.9335 -1.4534
C -3.3787 1.1736 0.0249
C -5.2854 -0.2706 -0.0958
H 3.1538 -1.6647 -2.8162
C -2.6289 0.0958 0.5370
H 4.4072 -2.0320 -0.7140
H 2.4557 0.7061 -2.4236
N 2.3500 0.5338 -0.3698
C 2.7305 -1.6752 0.6038
H -1.1347 3.5236 -0.0528
H 4.6391 -0.1325 2.0337
H 0.9323 1.3202 1.7738
C 3.3231 -2.1623 -0.7136
C -3.2207 -1.1580 0.7185
C 2.9331 0.1187 -1.6381
C -1.5857 2.5567 0.1236
O -0.4572 -0.5578 1.2634
H 1.6634 -1.9050 0.6264
C 2.8800 -0.1589 0.7942
H 4.0030 0.3444 -1.6327
C 4.3210 0.2740 1.0774
H 4.3824 1.3591 1.1246


Record 10
14
Properties=species:S:1:pos:R:3 method="wB97M-V/def2-TZVPD" gap_ev="9.1 / 5.9" total_charge=0 de_lowest_ev=6.563
C 0.5412 -0.2923 -1.6656
C -0.5070 -0.4772 -0.5491
C -1.0774 -1.6610 -0.1104
N -1.0822 1.8414 0.3320
H -0.8625 -2.5506 -0.7724
H 0.7444 0.8365 -1.6291
C -0.7974 0.6603 0.1620
H -0.6861 2.1954 1.3551
H 0.2001 -0.5240 -2.6167
H -1.5965 -1.7619 0.8141
H 1.0362 -0.0757 1.9022
H 1.4059 -0.8065 -1.4971
N 1.7539 0.6755 1.8576
Cl 0.9275 1.9401 2.4174


Record 11
93
Properties=species:S:1:pos:R:3 method="wB97M-V/def2-TZVPD" gap_ev="4.2 / 5.6" total_charge=0 spin_multiplicity=3 s_squared=2.0167 de_lowest_ev=6.583
C -2.3623 -0.1582 -3.8202
P -0.6108 -0.2420 -4.2722
C -2.0483 1.0956 5.3919
H 0.2702 0.6892 6.6418
H 0.4028 -1.7368 -5.9215
H -3.3757 -2.1127 1.1498
H 0.8117 4.4843 -2.9253
C 1.2324 -2.8855 1.6536
C 0.9075 -3.8869 3.9513
H 1.5497 2.2075 -6.3320
O -2.4876 -1.1452 3.4717
H -0.0611 -0.7246 5.6188
H -1.1813 -1.1192 -6.4556
H -0.2373 3.9051 -4.2270
H -5.7141 -1.7566 4.0231
H 1.3444 -1.9508 1.0880
H 1.5821 -1.1577 -1.3346
H -2.6220 0.8381 -3.4067
H 3.5685 3.4054 -5.4489
H 0.0404 -4.4726 3.6262
C -3.8632 -1.2529 3.0752
H 4.7023 -0.9231 -3.4289
H 3.0112 -0.6642 -4.9235
H -1.1183 -2.4588 -5.2853
H -0.3676 0.7204 -6.4799
C 0.9248 0.8097 -2.0440
H 1.2155 4.8287 -4.6274
C 2.2609 -1.8573 3.7471
H 0.0552 1.2195 -2.6325
H 2.1173 -3.5089 1.4802
H -2.5439 -0.9071 -3.0320
S -1.3069 -0.4852 0.5782
H -0.8795 3.2688 4.2395
H -0.1022 -1.0219 -1.8263
C -4.6658 -1.6351 4.3175
H 0.7929 -3.6662 5.0212
Si -1.1170 -0.6421 2.6706
H -3.7771 0.3676 1.6426
H 2.3954 -0.8614 3.3088
H -2.7829 1.6893 4.8355
C 3.5133 1.2200 -1.9225
H -4.3266 -2.5889 4.7373
H 1.2174 -2.1411 -3.7821
O -0.6612 0.7894 3.3636
C 2.2645 1.6890 -2.3996
H -1.9814 1.5111 6.4097
H 3.1791 -0.5164 -0.7546
C -0.9951 1.9731 0.3614
H 3.9044 3.6568 -3.7032
C 3.7823 -0.1595 -1.6056
C 1.3206 -1.0715 -3.6129
H 1.9795 0.6894 -5.5875
H -5.4021 -0.0252 2.2295
H -4.6120 -0.8653 5.0988
H 3.1856 -2.4309 3.5883
H -5.0293 -2.4543 1.7327
H 2.1440 2.6197 -1.7966
H -2.3983 0.0599 5.4697
C 3.4783 2.9708 -4.4460
H 4.0437 2.0281 -4.4184
O -0.1388 -1.8271 3.3005
H 2.1305 -1.7564 4.8333
H -0.9082 2.8733 -0.2892
H -0.8051 1.9772 -5.3408
H 0.6012 1.1416 -1.0586
H 0.8121 2.7257 4.3822
H -2.9944 -0.3712 -4.6985
Pd -2.2885 1.1816 -0.8863
P 1.7611 2.5366 -3.9942
H 3.6240 -2.1288 -2.6047
H -4.2610 0.8622 3.2923
H -3.6302 -3.3007 2.4542
C 3.7308 -1.0389 -2.8877
H 0.3443 -3.4156 1.2854
C -0.1943 2.6263 4.8017
H 4.3869 1.8942 -1.8443
H -1.7716 2.1251 1.1763
H 1.8029 -4.5130 3.8473
C 0.8088 4.0675 -3.9404
C -0.6634 1.1804 4.7739
H -0.1628 2.9916 5.8349
C 2.6573 -0.7339 -3.8939
H 1.3052 0.3850 5.2394
C 0.2738 0.3198 5.6043
C -4.3532 0.0775 2.5316
C 0.9332 -0.6970 -2.1096
C -0.6285 -1.5295 -5.5996
H 4.8027 -0.2152 -1.2170
C 1.3168 1.5566 -5.4668
C 1.0726 -2.6010 3.1397
C -0.1462 1.1102 -5.4753
H -0.0049 1.5974 0.7064
C -3.9802 -2.3521 2.0325


Repeat the fifth record exactly.
15
Properties=species:S:1:pos:R:3 method="wB97M-V/def2-TZVPD" gap_ev=10.9 total_charge=0 smiles=C[C@](O)(C#N)CN de_lowest_ev=1.534
C 0.5378 1.4309 -0.3171
H -2.6066 -0.8183 -0.2531
C -0.5636 -0.8671 -0.3880
O 0.4641 0.0562 1.6206
H -0.1297 -0.6519 1.9081
H -0.5973 -0.6783 -1.4716
H 1.2682 2.0339 0.2281
H 0.7755 1.4584 -1.3852
N -1.8066 -0.5866 0.3231
H -0.4545 1.8682 -0.1612
C 1.8712 -0.6200 -0.1562
H -1.8888 0.4004 0.5427
N 2.8849 -1.0915 -0.4529
H -0.3209 -1.9294 -0.2511
C 0.5663 -0.0047 0.2138